1.
{
  "formula": "C33H28Cl5F5IN2OPSTaTe",
  "method": "ωB97M-V/def2-TZVPD",
  "relative_energy_ev": 1.327,
  "charge": 3,
  "orbital_gap_ev": 5.89,
  "e_lumo_ha": -0.3666,
  "species": ["Ta", "Cl", "C", "C", "C", "Cl", "C", "Cl", "C", "Cl", "C", "Cl", "I", "C", "C", "C", "C", "C", "C", "C", "C", "C", "P", "C", "C", "C", "C", "C", "C", "C", "C", "C", "C", "C", "C", "C", "H", "H", "H", "H", "H", "H", "H", "H", "H", "H", "H", "H", "H", "H", "H", "H", "C", "C", "N", "C", "S", "N", "C", "C", "H", "H", "H", "H", "H", "H", "H", "H", "H", "H", "H", "H", "F", "Te", "F", "F", "F", "F", "O"],
  "coordinates": [[-0.2000, -0.8224, -0.7567], [-0.5693, -0.3435, 2.6509], [-1.8788, -1.1710, 1.8891], [-1.9015, -1.2286, 0.4917], [-3.0160, -1.8560, -0.0909], [-3.2268, -1.5655, -1.8282], [-4.0193, -2.4760, 0.6194], [-5.3413, -3.1979, -0.1708], [-3.9190, -2.4582, 2.0243], [-5.1050, -3.2331, 2.9472], [-2.8730, -1.7700, 2.6598], [-2.8142, -1.6782, 4.3583], [2.6338, -0.1669, -1.7914], [3.7064, 1.3301, -0.7496], [5.0152, 0.9153, -0.6736], [6.0363, 1.7876, -0.2665], [5.7202, 3.0858, -0.0317], [4.3802, 3.5373, -0.1014], [4.1610, 4.9234, 0.0824], [2.9123, 5.4597, 0.0331], [1.8298, 4.5860, -0.0943], [1.9767, 3.2161, -0.2515], [0.3218, 2.5515, -0.1298], [-0.5480, 3.1557, -1.5626], [-0.0427, 2.8375, -2.8395], [-0.5273, 3.4953, -3.9510], [-1.4877, 4.4962, -3.8056], [-1.9237, 4.8810, -2.5468], [-1.4422, 4.2296, -1.4219], [-0.4448, 3.0659, 1.3856], [0.3651, 3.5266, 2.4304], [-0.1928, 3.8345, 3.6617], [-1.5581, 3.6936, 3.8643], [-2.3715, 3.2319, 2.8346], [-1.8166, 2.9146, 1.6084], [3.2922, 2.6443, -0.3750], [5.2850, -0.0890, -0.9682], [7.0542, 1.4308, -0.1993], [6.4903, 3.8083, 0.2055], [5.0240, 5.5565, 0.2456], [2.7468, 6.5227, 0.1338], [0.8368, 5.0190, -0.0336], [0.7323, 2.0891, -2.9538], [-0.1486, 3.2453, -4.9326], [-1.8808, 4.9906, -4.6843], [-2.6379, 5.6855, -2.4375], [-1.7622, 4.5537, -0.4403], [1.4309, 3.6433, 2.2927], [0.4424, 4.1888, 4.4620], [-1.9940, 3.9542, 4.8195], [-3.4387, 3.1347, 2.9799], [-2.5074, 2.5935, 0.8334], [0.7664, -6.8427, -1.4249], [1.5963, -5.5847, -1.6027], [1.1107, -4.4668, -0.7627], [1.7198, -3.8277, 0.2089], [1.1885, -2.2384, 0.8005], [2.7559, -4.2881, 0.8876], [3.2430, -5.6778, 1.0275], [3.5904, -5.9447, 2.4799], [1.1781, -7.6391, -2.0432], [-0.2652, -6.6805, -1.7379], [0.7592, -7.1838, -0.3898], [1.5298, -5.2322, -2.6325], [2.6469, -5.7519, -1.3889], [0.2347, -4.0669, -1.0604], [3.1696, -3.6323, 1.5361], [4.1198, -5.8104, 0.3928], [2.4624, -6.3539, 0.6905], [4.3693, -5.2667, 2.8325], [3.9689, -6.9603, 2.5799], [2.7149, -5.8431, 3.1206], [-4.2401, 0.5826, -0.2491], [-2.8245, 1.0652, -1.3493], [-3.7602, 2.6537, -1.3738], [-0.4028, -2.4342, -1.7208], [-3.1812, 1.0280, -3.1496], [-0.6250, -0.1021, -2.4749], [0.2359, 0.9560, -0.1352]],
  "forces_ev_per_a": [[1.672, -1.593, 0.641], [-0.193, -0.059, 0.033], [0.006, 0.093, -0.030], [-0.346, 0.085, -0.373], [0.165, 0.290, -0.046], [-0.048, -0.518, 0.270], [0.000, -0.023, -0.044], [-0.001, 0.003, 0.030], [-0.064, -0.018, 0.000], [-0.010, 0.008, 0.002], [0.087, 0.020, 0.003], [-0.001, -0.019, 0.001], [-0.058, 0.126, -0.626], [0.123, -0.207, 0.278], [-0.038, 0.134, 0.081], [0.013, -0.091, -0.020], [-0.011, 0.063, -0.013], [-0.017, -0.003, 0.002], [0.026, -0.001, 0.023], [-0.035, 0.025, 0.011], [0.034, -0.014, -0.078], [0.058, -0.069, -0.048], [0.347, -0.211, -0.176], [-0.053, 0.335, 0.091], [-0.138, -0.160, -0.019], [-0.011, -0.075, 0.019], [-0.008, 0.027, -0.028], [-0.003, -0.031, 0.037], [-0.066, -0.011, -0.074], [0.237, 0.064, 0.304], [-0.061, -0.129, 0.029], [-0.043, -0.021, 0.019], [0.021, 0.012, -0.036], [0.024, -0.009, -0.011], [-0.182, -0.024, -0.040], [0.072, -0.019, 0.047], [0.005, -0.010, 0.014], [0.001, 0.002, -0.019], [-0.004, 0.000, 0.008], [0.002, -0.008, 0.007], [-0.005, -0.002, 0.010], [-0.008, 0.008, -0.009], [-0.033, -0.029, -0.004], [-0.017, -0.013, -0.006], [0.039, 0.038, 0.003], [0.008, 0.007, -0.003], [-0.042, -0.017, -0.006], [0.007, -0.003, -0.013], [-0.006, 0.015, -0.003], [0.002, -0.016, 0.005], [-0.002, -0.001, 0.020], [0.119, 0.049, -0.026], [0.003, -0.009, 0.006], [-0.022, -0.042, 0.028], [-0.030, -0.051, 0.031], [0.197, -0.008, -0.068], [-0.234, 0.212, -0.028], [-0.015, 0.008, -0.019], [0.039, -0.007, 0.030], [-0.014, 0.015, 0.012], [-0.011, 0.003, -0.014], [-0.003, 0.004, 0.016], [0.006, -0.007, 0.000], [0.029, 0.006, 0.001], [0.010, 0.029, -0.007], [0.054, 0.060, -0.056], [0.006, 0.014, -0.014], [-0.029, -0.014, -0.039], [-0.027, 0.019, 0.020], [0.009, -0.008, 0.000], [0.012, 0.005, 0.002], [0.001, -0.001, 0.002], [-0.274, -0.181, -0.103], [-0.964, 1.153, -0.187], [0.142, 0.320, 0.047], [0.093, 0.182, -0.059], [-0.259, -0.276, -0.188], [-0.056, 0.150, 0.291], [-0.227, 0.422, 0.061]],
  "lowdin_charge": [1.422, 0.741, -0.695, -0.468, -0.664, 0.789, -0.701, 0.806, -0.665, 0.827, -0.684, 0.787, 1.176, -0.529, -0.164, -0.028, 0.010, -0.132, 0.027, -0.014, -0.081, -0.217, 0.927, -0.384, -0.084, -0.021, -0.001, -0.028, -0.102, -0.306, -0.048, -0.023, -0.014, -0.032, -0.107, -0.147, 0.084, 0.130, 0.136, 0.138, 0.131, 0.118, 0.078, 0.130, 0.133, 0.133, 0.115, 0.116, 0.128, 0.130, 0.128, 0.055, -0.058, -0.190, 0.048, -0.655, 0.627, 0.029, -0.198, -0.057, 0.096, 0.085, 0.075, 0.132, 0.108, 0.102, 0.123, 0.131, 0.102, 0.087, 0.096, 0.089, -0.412, 1.930, -0.378, -0.426, -0.401, -0.505, -0.634]
}

=====

2.
{
  "formula": "C33H28ClGeO8SSn",
  "method": "ωB97M-V/def2-TZVPD",
  "relative_energy_ev": 5.115,
  "charge": -1,
  "orbital_gap_ev": 6.41,
  "e_lumo_ha": 0.0843,
  "species": ["Sn", "O", "Cl", "O", "O", "O", "C", "Ge", "C", "C", "C", "C", "C", "C", "C", "C", "C", "C", "C", "C", "C", "C", "C", "C", "C", "C", "H", "H", "H", "H", "H", "H", "H", "H", "H", "H", "H", "H", "H", "H", "H", "C", "S", "O", "C", "C", "C", "C", "C", "C", "H", "H", "H", "H", "H", "H", "H", "H", "O", "C", "C", "C", "C", "C", "C", "C", "O", "O", "H", "H", "H", "H", "H"],
  "coordinates": [[1.4133, 0.5019, 1.6021], [3.5432, 0.1400, 5.7218], [3.0579, 0.3597, 4.3929], [3.6893, 1.5304, 3.8146], [1.6108, 0.5644, 4.4146], [3.3271, -0.7987, 3.5574], [-0.4076, -0.5478, 1.1550], [-1.0099, -2.2767, 0.5786], [-1.1523, -3.8784, 1.7105], [-1.6574, -5.0213, 1.0880], [-1.8248, -6.2036, 1.7952], [-1.4865, -6.2596, 3.1430], [-0.9824, -5.1319, 3.7735], [-0.8183, -3.9484, 3.0614], [-2.8666, -2.0105, -0.0672], [-3.6482, -1.1088, 0.6614], [-4.9591, -0.8300, 0.2911], [-5.5160, -1.4512, -0.8217], [-4.7568, -2.3548, -1.5528], [-3.4481, -2.6337, -1.1713], [0.1134, -2.8798, -0.9399], [1.3843, -3.3641, -0.6165], [2.3281, -3.6299, -1.5982], [2.0190, -3.4116, -2.9369], [0.7648, -2.9282, -3.2794], [-0.1744, -2.6647, -2.2863], [-1.9231, -4.9868, 0.0361], [-2.2163, -7.0832, 1.2970], [-1.6143, -7.1819, 3.6971], [-0.7143, -5.1743, 4.8227], [-0.4258, -3.0708, 3.5635], [-3.2008, -0.5989, 1.5110], [-5.5469, -0.1266, 0.8695], [-6.5363, -1.2335, -1.1143], [-5.1808, -2.8423, -2.4233], [-2.8746, -3.3459, -1.7569], [1.6465, -3.5199, 0.4263], [3.3093, -3.9967, -1.3220], [2.7542, -3.6127, -3.7068], [0.5173, -2.7494, -4.3194], [-1.1483, -2.2773, -2.5701], [-2.5139, 0.9487, -1.9690], [-1.4224, 1.4287, -0.6220], [-0.7110, 0.0685, -0.3418], [-0.1831, 2.2179, -1.6564], [0.9805, 1.5283, -1.9565], [1.9234, 2.1264, -2.7808], [1.6988, 3.3952, -3.2949], [0.5278, 4.0751, -2.9818], [-0.4215, 3.4877, -2.1621], [-1.9335, 0.4476, -2.7400], [-2.9755, 1.8625, -2.3465], [-3.2706, 0.2815, -1.5514], [1.1427, 0.5307, -1.5641], [2.8348, 1.5915, -3.0150], [2.4365, 3.8583, -3.9378], [0.3547, 5.0726, -3.3643], [-1.3256, 4.0220, -1.8928], [3.2101, 2.8123, 1.2757], [3.0052, 4.1490, 1.1312], [4.0814, 5.0274, 1.2663], [3.9290, 6.3770, 1.0086], [2.6901, 6.8696, 0.6156], [1.6198, 5.9979, 0.5092], [1.7451, 4.6333, 0.7701], [0.4873, 3.7857, 0.6081], [-0.4750, 4.3180, 0.0422], [0.4796, 2.5920, 1.0629], [3.6716, 2.5939, 2.0985], [5.0433, 4.6240, 1.5632], [4.7785, 7.0433, 1.1081], [2.5647, 7.9230, 0.3963], [0.6381, 6.3481, 0.2200]],
  "forces_ev_per_a": [[-0.352, -0.056, -0.095], [-0.052, 0.119, -0.078], [0.087, -0.463, 0.007], [0.062, -0.028, 0.130], [0.080, 0.072, -0.182], [0.033, 0.276, 0.222], [-0.098, 0.307, -0.063], [-0.081, -0.053, -0.158], [0.135, 0.181, 0.146], [0.036, -0.044, 0.117], [0.010, 0.016, 0.020], [-0.005, 0.019, -0.068], [0.005, -0.005, 0.021], [0.006, 0.059, -0.065], [-0.017, 0.055, 0.048], [-0.064, 0.018, -0.104], [0.022, -0.060, 0.022], [0.027, 0.027, 0.022], [0.017, 0.014, 0.011], [0.037, -0.029, 0.022], [0.072, 0.110, -0.015], [-0.040, -0.040, -0.068], [-0.037, -0.004, -0.031], [-0.022, 0.003, 0.035], [-0.008, -0.027, 0.039], [-0.067, 0.007, 0.022], [0.012, -0.027, 0.009], [0.001, 0.018, 0.007], [0.003, 0.012, -0.005], [0.000, 0.025, -0.024], [0.000, -0.024, 0.016], [-0.020, -0.021, -0.019], [0.010, -0.003, -0.007], [0.013, 0.002, -0.004], [-0.006, 0.000, 0.022], [-0.036, 0.012, 0.042], [0.017, -0.007, -0.022], [-0.005, -0.005, 0.009], [0.001, 0.004, 0.012], [0.001, 0.004, 0.004], [0.089, 0.043, -0.017], [-0.130, -0.102, 0.178], [0.373, -0.007, -0.059], [0.075, 0.082, -0.104], [-0.052, -0.245, -0.452], [-0.129, -0.060, -0.014], [0.076, 0.014, -0.034], [-0.048, 0.003, 0.088], [0.013, -0.077, -0.153], [-0.327, -0.137, -0.415], [0.030, 0.015, -0.005], [0.046, -0.036, -0.032], [0.033, 0.092, -0.050], [-0.010, 0.049, -0.010], [-0.002, 0.021, 0.006], [0.019, 0.007, 0.029], [0.008, -0.007, -0.005], [0.145, -0.140, -0.228], [-0.024, 0.113, -0.121], [0.062, 0.019, 0.055], [0.026, 0.001, 0.042], [-0.032, 0.005, 0.043], [-0.017, -0.010, 0.010], [0.029, 0.032, -0.003], [-0.065, -0.064, -0.177], [0.235, 0.227, 0.465], [0.045, 0.223, 1.024], [-0.222, -0.412, -0.153], [0.027, -0.084, 0.132], [-0.031, -0.007, -0.047], [-0.022, -0.024, 0.000], [-0.023, -0.022, 0.028], [0.022, 0.019, -0.019]],
  "lowdin_charge": [1.356, -0.333, 0.607, -0.391, -0.440, -0.430, -0.487, 0.887, -0.266, -0.113, -0.098, -0.108, -0.097, -0.095, -0.264, -0.128, -0.100, -0.111, -0.101, -0.120, -0.259, -0.110, -0.095, -0.109, -0.102, -0.115, 0.093, 0.095, 0.094, 0.098, 0.105, 0.094, 0.099, 0.094, 0.096, 0.088, 0.104, 0.097, 0.093, 0.094, 0.080, -0.189, 1.113, -0.694, -0.381, -0.066, -0.067, -0.080, -0.067, -0.108, 0.070, 0.064, 0.029, 0.104, 0.106, 0.099, 0.106, 0.117, -0.060, -0.252, -0.020, -0.099, -0.101, -0.029, -0.040, -0.575, -0.033, -0.224, 0.062, 0.116, 0.096, 0.092, 0.111]
}

=====

3.
{
  "formula": "C33H28ClIrN5O4",
  "method": "ωB97M-V/def2-TZVPD",
  "charge": 2,
  "spin_multiplicity": 2,
  "orbital_gap_ev": [6.48, 3.81],
  "e_lumo_ha": [-0.2777, -0.3757],
  "species": ["Ir", "O", "C", "O", "C", "C", "Cl", "N", "N", "C", "C", "O", "O", "C", "C", "C", "C", "C", "C", "H", "H", "H", "H", "H", "H", "C", "C", "C", "C", "C", "C", "C", "N", "C", "N", "C", "C", "C", "C", "C", "C", "C", "N", "C", "C", "C", "C", "C", "C", "C", "H", "H", "H", "H", "H", "H", "H", "H", "H", "H", "H", "H", "H", "H", "H", "H", "H", "H", "H", "H", "H", "H"],
  "coordinates": [[1.4116, -1.1681, -0.1392], [4.0463, -5.4902, -3.3515], [2.8961, -5.9166, -2.9375], [2.4733, -7.0311, -3.1178], [2.0172, -4.9544, -2.1806], [0.7448, -5.2949, -1.6951], [-0.0027, -6.7991, -1.7917], [0.2409, -4.2075, -1.0581], [1.1300, -3.2022, -1.1089], [2.2001, -3.6224, -1.7805], [3.3508, -2.6402, -1.9504], [4.3177, -2.9894, -2.6020], [3.1517, -1.5358, -1.3766], [-0.9999, -3.9876, -0.4221], [-2.1680, -4.6149, -0.8422], [-3.3667, -4.3064, -0.2190], [-3.4126, -3.3844, 0.8157], [-2.2435, -2.7684, 1.2384], [-1.0420, -3.0702, 0.6268], [4.2806, -4.5401, -3.1339], [-2.1471, -5.3271, -1.6515], [-4.2740, -4.7861, -0.5526], [-4.3497, -3.1521, 1.2983], [-2.2560, -2.0678, 2.0580], [-0.1126, -2.6206, 0.9974], [-3.1034, 4.1632, -0.3775], [-2.0596, 4.6969, 0.5473], [-2.2024, 5.9143, 1.1963], [-1.2215, 6.3869, 2.0550], [-0.0721, 5.6344, 2.2949], [0.0908, 4.4129, 1.6773], [-0.8895, 3.9438, 0.7937], [-0.7050, 2.7702, 0.0635], [-0.0529, 1.6269, 0.4219], [0.0141, 1.3836, 1.7485], [0.7308, 0.4576, 2.5013], [1.4926, -0.5725, 1.9177], [2.2974, -1.3484, 2.7445], [2.3458, -1.1255, 4.1175], [1.5308, -0.1592, 4.6860], [0.6909, 0.6249, 3.9111], [-0.2155, 1.6186, 4.5703], [0.3381, 0.7929, -0.5171], [0.4557, 1.2504, -1.8356], [1.2148, 2.3980, -2.1281], [1.3437, 2.8394, -3.4265], [0.6964, 2.1567, -4.4554], [-0.0487, 1.0194, -4.1736], [-0.1641, 0.5314, -2.8822], [-0.8960, -0.7359, -2.5905], [-3.9954, 4.7802, -0.3353], [-3.3783, 3.1399, -0.1188], [-2.7465, 4.1669, -1.4107], [-3.0916, 6.5014, 1.0313], [-1.3398, 7.3442, 2.5335], [0.7046, 6.0205, 2.9360], [1.0061, 3.8550, 1.8196], [-1.0371, 2.7963, -0.8970], [-0.4814, 2.0627, 2.3191], [2.9167, -2.1325, 2.3253], [2.9959, -1.7254, 4.7343], [1.5479, -0.0081, 5.7552], [-0.2942, 1.3798, 5.6274], [-1.2252, 1.5988, 4.1603], [0.1790, 2.6332, 4.4953], [1.7328, 2.8992, -1.3240], [1.9599, 3.6980, -3.6458], [0.7881, 2.5018, -5.4739], [-0.5459, 0.4931, -4.9752], [-1.4317, -1.0859, -3.4679], [-1.5971, -0.6223, -1.7647], [-0.1652, -1.5007, -2.3110]],
  "forces_ev_per_a": [[0.018, 0.346, -0.153], [1.120, 0.459, -0.368], [-1.067, -0.418, 0.328], [0.476, 0.304, -0.124], [-0.097, 0.371, 0.107], [0.702, 0.202, -0.087], [-0.254, 0.302, 0.213], [0.007, -0.404, -0.060], [0.793, 1.897, 0.742], [0.189, -0.649, -0.191], [-0.662, -2.953, -0.836], [-0.035, 0.849, 0.351], [-1.095, 2.931, 2.019], [-0.829, 0.243, 0.481], [0.245, 0.077, -0.137], [-0.004, 0.078, 0.104], [0.048, 0.011, -0.012], [-0.042, -0.048, -0.094], [0.397, -0.020, 0.075], [-0.451, -0.529, 0.014], [-0.043, 0.033, -0.044], [-0.045, -0.064, -0.027], [-0.076, -0.015, 0.017], [-0.035, 0.079, 0.128], [-0.434, -0.317, 0.035], [-0.090, 0.058, 0.071], [-0.611, 0.532, -0.213], [-0.103, -0.373, -0.273], [-0.212, 0.060, -0.073], [0.488, -0.792, -0.165], [0.554, 0.511, 0.769], [0.371, -1.060, -0.583], [-0.539, 1.777, 0.230], [0.664, -1.398, 0.515], [-0.571, 0.883, -0.318], [0.475, -0.576, 0.059], [-0.144, -0.312, -2.109], [0.225, -0.202, 0.391], [0.008, -0.220, -0.704], [-0.217, 0.121, -0.259], [0.222, -0.300, -0.435], [0.087, 0.123, 0.001], [1.335, -1.711, 1.666], [-0.104, 0.326, -1.380], [-0.160, -0.263, 0.262], [-0.113, -0.042, -0.315], [0.131, 0.100, 0.278], [0.066, 0.087, 0.031], [0.157, 0.176, 0.450], [0.015, -0.129, -0.038], [-0.051, 0.003, -0.069], [-0.043, 0.006, -0.012], [-0.007, 0.010, -0.099], [-0.123, 0.032, -0.051], [-0.054, 0.169, 0.086], [0.076, 0.015, 0.052], [0.039, -0.017, -0.003], [-0.180, -0.244, -0.055], [0.047, -0.191, -0.138], [-0.015, -0.013, -0.093], [0.067, -0.043, 0.044], [-0.052, -0.011, 0.093], [-0.059, 0.081, 0.029], [-0.132, 0.001, 0.004], [-0.035, 0.135, 0.000], [0.142, 0.079, 0.088], [0.010, 0.072, -0.006], [0.014, 0.023, -0.071], [-0.020, -0.054, -0.065], [-0.062, -0.032, -0.025], [-0.062, -0.088, 0.037], [-0.265, -0.074, -0.089]],
  "mulliken_spin": [0.022, 0.000, 0.000, 0.001, 0.004, -0.012, 0.000, -0.024, 0.054, 0.004, -0.006, -0.001, -0.002, -0.017, 0.002, -0.004, 0.004, -0.009, -0.017, 0.000, 0.000, 0.000, 0.000, -0.001, 0.022, -0.003, 0.129, -0.029, 0.178, 0.029, 0.059, 0.209, 0.265, -0.047, 0.022, 0.092, -0.048, -0.015, 0.006, 0.017, -0.013, -0.002, 0.040, 0.031, 0.051, -0.019, 0.043, -0.001, 0.008, -0.013, 0.000, 0.005, 0.014, 0.002, -0.002, 0.002, -0.006, -0.021, -0.014, 0.000, 0.000, 0.001, 0.000, 0.000, 0.000, 0.002, 0.000, 0.001, 0.001, 0.000, 0.001, 0.009]
}